# 1
ORCA calculation (ωB97M-V/def2-TZVPD) on a gas-phase ion, C5H12N (charge +1) in a non-equilibrium geometry.

XYZ file:
```
18
Properties=species:S:1:pos:R:3
C 1.7696 0.4148 -0.8668
C 0.9868 -0.1373 0.0419
C 1.0716 -1.6152 0.3104
C -0.0204 0.5972 0.8876
C -1.4532 0.1672 0.6200
N -1.8012 0.5781 -0.7868
H 1.8835 1.4757 -1.0537
H 2.3004 -0.2276 -1.5548
H 1.8373 -1.8350 1.0194
H 1.4528 -2.1170 -0.5843
H 0.1775 -2.1656 0.5903
H 0.0495 1.6818 1.0027
H 0.2165 0.2889 1.9174
H -2.1751 0.5540 1.3302
H -1.5189 -0.9103 0.7401
H -0.9299 0.8437 -1.2691
H -2.3180 1.4595 -0.7867
H -2.3032 -0.0807 -1.3818
```

Properties
Multiplicity: 1
Kohn-Sham gap: 9.96 eV
HOMO: -13.6 eV
Net charge: +1

# 2
ORCA calculation (ωB97M-V/def2-TZVPD) on a molecular structure, C46H48Br2N4O2ReS2 in a non-equilibrium geometry.

XYZ file:
```
105
Properties=species:S:1:pos:R:3
Re -0.4550 0.0413 -0.2506
O 0.7872 -1.2429 -1.4061
S 1.1774 -1.4118 -2.8826
C 2.4037 -2.7891 -2.8847
C 2.3023 -3.7206 -1.6873
C 3.3923 -3.4470 -0.6472
C 3.2068 -4.2729 0.6130
S 1.9337 -3.5328 1.7629
O 0.9708 -2.7756 0.9407
C 2.9748 -2.2749 2.5571
C 3.6753 -2.5831 3.7123
C 4.4954 -1.6199 4.2818
C 4.5790 -0.3567 3.7076
C 3.8742 -0.0609 2.5471
C 3.0503 -1.0151 1.9778
C -0.2293 -2.2845 -3.5904
C -1.0539 -3.0587 -2.7922
C -2.0879 -3.7614 -3.3901
C -2.2823 -3.6856 -4.7609
C -1.4479 -2.9078 -5.5494
C -0.4212 -2.1838 -4.9605
H 3.3813 -2.3126 -2.9379
H 2.2237 -3.2965 -3.8303
H 2.3890 -4.7512 -2.0356
H 1.3221 -3.6135 -1.2188
H 3.4240 -2.3821 -0.4007
H 4.3673 -3.7130 -1.0710
H 4.1155 -4.3277 1.2126
H 2.8737 -5.2858 0.3871
H 3.5881 -3.5582 4.1629
H 5.0563 -1.8537 5.1722
H 5.1910 0.4004 4.1733
H 3.9746 0.9094 2.0822
H 2.4956 -0.8215 1.0677
H -0.8794 -3.1162 -1.7264
H -2.7203 -4.3957 -2.7880
H -3.0893 -4.2389 -5.2168
H -1.5942 -2.8620 -6.6177
H 0.2330 -1.5783 -5.5678
Br -6.1276 -3.6219 -0.9107
C -4.6007 -2.5297 -0.7404
C -4.1627 -1.7179 -1.7972
C -3.0219 -0.9640 -1.6322
N -2.3013 -0.9506 -0.5073
C -2.7237 -1.7149 0.5379
C -3.8603 -2.5076 0.4429
C -1.9329 -1.5298 1.7463
C -2.3594 -2.0127 3.0208
C -1.7489 -1.6137 4.1618
Br -2.2759 -2.2579 5.8515
C -0.6673 -0.5936 4.1215
C -0.1898 -0.2425 2.6907
N -0.8334 -0.8339 1.5629
H -4.7104 -1.6810 -2.7250
H -2.6684 -0.3401 -2.4421
H -4.1824 -3.1105 1.2748
H -3.1675 -2.7218 3.0663
H 0.1383 -0.8719 4.8009
H 0.8916 -0.3106 2.5647
C -1.4991 1.4034 -4.4062
C -0.0294 1.4139 -4.1397
C 0.8591 1.4031 -5.2144
C 2.2267 1.4886 -5.0186
C 2.7348 1.5592 -3.7316
C 1.8887 1.5434 -2.6305
C 2.4500 1.6597 -1.2460
C 0.4953 1.4877 -2.8409
N -0.3310 1.5720 -1.6930
C -0.9021 2.7137 -1.3946
C -0.8195 3.9390 -2.2181
C -1.5416 2.7617 -0.0964
C -2.1649 4.0084 0.3969
N -1.3986 1.6657 0.6161
C -1.8261 1.5737 1.9497
C -3.1328 1.6136 2.3374
C -4.2638 1.7939 1.3860
C -3.4672 1.4405 3.7321
C -2.5597 1.0994 4.6615
C -1.1311 0.8883 4.3317
C -0.6932 1.2411 2.8924
C 0.4312 2.2665 2.7898
H -1.7599 0.6041 -5.0961
H -1.7865 2.3339 -4.8947
H -2.0821 1.3016 -3.4950
H 0.4647 1.3656 -6.2171
H 2.8937 1.5047 -5.8662
H 3.7990 1.6564 -3.5836
H 3.4579 1.2516 -1.2091
H 1.8230 1.1291 -0.5022
H 2.5105 2.7076 -0.9467
H -0.3454 3.7594 -3.1773
H -0.2456 4.7089 -1.7011
H -1.8094 4.3592 -2.3816
H -1.4796 4.8499 0.3048
H -2.4632 3.9228 1.4371
H -3.0415 4.2639 -0.2002
H -3.9686 1.6430 0.3494
H -4.6860 2.7957 1.4874
H -5.0705 1.1073 1.6405
H -4.4994 1.5867 4.0100
H -2.8465 0.9748 5.6946
H -0.5251 1.3905 5.0889
H 1.2347 2.0127 3.4774
H 0.0675 3.2599 3.0433
H 0.8419 2.2976 1.7796
```

Properties
Multiplicity: 2
Kohn-Sham gap (spin up / spin down): 3.72 / 4.12 eV
HOMO (spin up / spin down): -17.7 / -17.7 eV
Net charge: +4

# 3
ORCA calculation (ωB97M-V/def2-TZVPD) on 2 unconnected molecules or ions with the total composition C4H11S3.

XYZ file:
```
18
Properties=species:S:1:pos:R:3
C 1.3482 0.7456 -1.1680
C 1.8717 1.6004 -0.0174
S 0.5400 2.4043 0.9019
H 0.7583 1.3672 -1.8375
H 0.7212 -0.0634 -0.7847
H 2.1569 0.2602 -1.7188
H 2.4602 2.4415 -0.3872
H 2.4667 1.0160 0.6831
C 0.0598 -0.8358 2.1350
S -0.8351 -1.9317 1.0031
S -2.3081 -0.5929 0.4302
C -2.4747 -1.0865 -1.2983
H 0.0654 0.1504 1.6650
H -0.4403 -0.7664 3.0966
H 1.0854 -1.1873 2.2214
H -2.9568 -2.0559 -1.3947
H -3.0408 -0.3042 -1.7963
H -1.4778 -1.1615 -1.7333
```

Properties
Multiplicity: 2
Kohn-Sham gap (spin up / spin down): 8.73 / 6.29 eV
HOMO (spin up / spin down): -8.1 / -8.1 eV

# 4
ORCA calculation (ωB97M-V/def2-TZVPD) on 2 unconnected molecules or ions with the total composition C9H14 in a non-equilibrium geometry.

XYZ file:
```
23
Properties=species:S:1:pos:R:3
C -1.2032 2.2392 -1.7698
C -1.3047 1.5017 -0.4620
C -0.2168 1.3083 0.3704
C -0.3714 0.5698 1.5400
C -1.5787 -0.0145 1.8874
C -2.6919 0.2719 1.0940
C -2.5576 1.0217 -0.0592
H -1.8851 1.8209 -2.4944
H -0.1958 2.2282 -2.2031
H -1.3281 3.3132 -1.6155
H 0.7777 1.6855 0.1538
H 0.4338 0.4310 2.2510
H -1.6460 -0.7180 2.7087
H -3.6766 -0.0556 1.4134
H -3.4356 1.1852 -0.6814
C 2.2663 -1.4173 -0.2025
C 2.9643 -2.7832 -0.3424
H 2.8754 -0.6223 -0.6263
H 1.2838 -1.4473 -0.6717
H 2.0214 -1.1209 0.8209
H 2.3732 -3.5125 -0.9001
H 3.1668 -3.2416 0.6225
H 3.9290 -2.6436 -0.8340
```

Properties
Multiplicity: 1
Kohn-Sham gap: 10.04 eV
HOMO: -9.0 eV